# 1
Density functional theory data (ωB97M-V with the def2-TZVPD basis set) for a cluster of 19 separate species, C55H97N3O25 in total.

```
180
C55H97N3O25 ωB97M-V with the def2-TZVPD basis set
C -4.21267 -1.62200 -5.01979
C 2.18767 5.84455 -1.81804
H -3.08220 1.83865 -3.07535
H -2.18186 2.71808 -4.95072
H 0.50087 3.95871 2.42139
H 5.19379 -1.22712 3.85279
C -5.75597 -0.08032 1.99079
H 1.50012 1.88174 0.48982
O 4.28842 -4.86157 0.74291
O -4.65386 1.07300 -2.95968
H 0.40550 0.19898 -0.66079
C -5.69142 -1.80459 -4.66319
H -5.81515 3.23089 0.71447
H 4.28824 1.97397 5.71851
H 3.71762 0.56699 4.84377
C -4.51445 -0.58703 2.33786
O -2.18186 2.85133 -5.90143
H 5.24558 1.31268 4.43161
C -2.83212 -3.77340 4.51776
C 3.58148 1.88067 -2.56334
O -1.70937 -4.08071 -0.45806
O 3.80125 3.56607 3.89484
H -4.58618 -2.92306 -1.35253
H 2.28151 -4.24158 2.71799
H 1.64667 2.05548 -6.93038
C 0.57923 4.37071 -1.62144
H 1.90590 -2.38397 -4.56655
H 1.17151 2.11354 5.41509
C 4.18638 3.74739 2.75224
N -5.76221 0.09778 0.61690
H 0.53119 -2.51883 1.75072
C -2.42452 -5.35465 -0.64907
H 6.19834 4.33122 2.84065
C -4.56222 -0.30395 0.08651
C 5.52322 -0.75017 1.89706
H 4.55691 0.11208 6.91496
H 0.80249 -3.13598 -0.87261
C -3.79603 -0.73386 1.17696
O -2.04334 5.90112 0.61516
H 7.61619 -2.68750 3.54905
H -0.93904 4.84607 3.03010
C 5.60760 3.61166 2.27376
H 0.83086 3.62028 -3.76177
H -3.14010 2.01480 -7.46154
C -6.15514 -0.40087 -4.20428
H -4.27975 -4.78161 0.18080
H 6.58091 -3.60318 1.07302
C 1.04415 1.40096 -6.30057
O 5.98835 -1.57421 0.96673
H -4.02185 -1.39744 -6.06920
H -4.71381 5.70656 1.53723
O -3.63005 -6.60269 2.43496
C 6.09355 -1.21461 3.23765
C 6.90848 -2.61813 1.40538
H -6.48394 0.13573 -5.09426
H 5.95550 5.03626 0.73594
H 2.82519 6.62796 -1.43563
C 3.86233 1.39709 -3.84464
H -3.63362 -3.09711 4.81497
O 3.56316 -2.63216 4.79233
H -0.77335 1.88691 -6.74329
H 3.73666 4.79491 -0.18207
C 5.50426 4.04902 0.83504
C 1.59002 -2.83354 -0.18235
C 1.13074 -3.25050 1.20918
H -4.28106 -5.42380 4.83264
C -0.07599 0.83127 0.08519
H -4.17963 2.48230 -6.11894
H 1.52157 -4.76761 -3.94818
H 3.63645 0.71037 -0.61880
H -0.57895 2.20350 3.17915
H 1.56939 -2.17187 4.42340
H -4.38408 -5.46052 -1.51372
O 0.89283 1.36848 1.02776
H -6.68500 0.00335 2.53514
O 3.42596 4.06905 1.73927
H -3.36297 2.04024 1.27880
H 1.78086 -3.63218 5.25053
O -1.23631 -1.23615 5.68358
C -3.19100 -5.61841 3.02410
H -2.13034 -5.90930 -1.54008
H 3.37472 2.91733 -2.34204
C -2.23435 -3.47583 3.13049
H -6.89185 -0.48524 -3.40539
H -1.99381 -3.57716 5.18621
C 3.93188 -0.29602 -2.47963
C -1.30254 1.21020 -3.12685
H -3.59392 -3.80294 -2.60454
H -2.19515 0.54117 3.78594
H 6.86772 -0.52565 3.57542
O -2.47089 3.73350 0.56918
C -0.58760 1.97743 4.24541
H 1.72351 -1.75286 -0.23132
H -0.54235 5.99080 1.37405
N 1.27522 5.33009 -0.93027
O 4.80518 0.20330 1.63358
C -1.67002 0.96198 4.64340
H 3.82646 1.88258 -4.80870
H 1.06530 -2.16860 -2.97550
O -0.18483 1.16900 -6.98791
H 2.15522 -2.14876 6.13792
O 2.72264 -3.63836 -0.50007
H -0.73200 2.96508 4.68337
H -2.59312 -2.53454 2.71414
H -3.84620 2.44682 -0.50340
C 0.70022 -4.07019 -3.78364
H -3.61971 -2.48616 -4.72026
C -4.34953 5.02875 0.76523
H 1.16420 5.60096 0.03638
H -1.42666 0.42831 -3.87609
H 1.02588 1.67369 -5.24540
H 5.98097 2.60326 2.45213
H -6.57370 0.39189 0.09241
C 4.01481 3.98570 0.49312
C -0.29095 -4.33856 -4.83940
H -0.42633 1.72810 -0.42577
H 6.05583 3.44563 0.11407
H -2.77054 -1.05500 1.06905
O -2.22080 2.24553 -3.19386
O -1.83648 -1.94301 -1.27984
O 0.45358 0.16095 5.22150
H 2.93368 -2.61184 2.17875
O 5.25085 0.19586 6.25691
C 2.07094 5.22831 -3.03426
C -0.18522 -2.05701 -4.69858
C -3.84768 -4.81377 -0.81939
C -3.25569 -5.26011 4.50108
H 3.96475 -3.31030 5.34046
H -4.20700 -0.84933 3.33939
C -4.84286 0.17850 -3.79032
C -4.82476 3.57524 1.01219
H 0.77821 5.11893 3.70544
C 1.11563 4.24087 -2.92500
H -4.32665 -0.17421 -0.95946
C 1.01273 -2.59343 -3.97793
H -6.37935 -2.22846 -5.39476
H -3.11663 1.06990 -6.04250
H -2.35213 1.41825 5.36080
H -0.85509 0.27773 0.60929
O -3.80579 -0.53797 -4.21266
C 0.76246 1.45287 4.65070
H 7.92365 -2.43886 1.05126
O 0.30058 5.85042 1.81149
O -0.62641 -3.23474 -5.42553
H -2.25907 -5.97585 0.23117
C 2.47277 -3.55696 1.89166
H -5.66296 -2.47537 -3.80450
H -4.89540 3.49039 2.09658
H -0.98338 -1.77275 -4.01284
H -1.15599 -3.35221 3.23021
H 1.34009 1.43931 3.72644
C -0.84072 -0.16183 5.25328
C 6.73673 -2.56008 2.91786
H -0.30491 1.64828 -3.15688
H 0.17092 -1.20681 -5.28033
C 4.60634 1.03325 5.26910
H 4.13470 -1.28485 -2.09561
C -3.62063 2.77128 0.51244
H 4.16506 -0.60650 -4.55002
C 2.21800 -2.63729 5.16555
C -3.19001 2.10489 -6.37642
C -3.69466 -3.51559 -1.55792
C -2.37863 -3.04769 -1.11579
C 0.13594 4.88974 2.85512
C 3.71910 0.76627 -1.69418
N 3.88101 0.03301 -3.82171
H 3.80601 3.01001 0.05435
H 0.46334 -4.11216 1.19406
C 3.28675 -4.11207 0.67363
H 2.67362 5.49382 -3.89023
H 0.21194 -4.30219 -2.83715
H 1.55229 0.43856 -6.23971
H -4.65844 5.31681 -0.23959
H -0.25047 3.85389 -1.16222
C -2.84067 4.97984 0.66334
O -0.73777 -5.39507 -5.18071
H 6.07800 -3.39541 3.15538
O -2.58888 -4.58205 2.29568
H -1.42419 0.67160 -2.18706
H -2.52154 -5.87440 5.02240
```

The calculation puts the HOMO-LUMO gap at 7.4637 eV.


# 2
Density functional theory data (ωB97M-V with the def2-TZVPD basis set) for the molecule C4H7N3O.

```
15
C4H7N3O ωB97M-V with the def2-TZVPD basis set
H -1.29520 -2.10913 0.19631
N 0.22070 2.15218 0.18217
N -0.90138 0.07682 -0.11235
C 1.44196 -0.00214 -0.39660
H 1.80071 -0.11426 -1.48328
C 0.18947 0.89572 -0.23586
C 0.76508 -1.19761 0.30330
C -2.16937 0.51243 -0.11545
H -2.03933 1.73194 -0.30437
H 1.32706 2.33664 0.43788
N -0.58649 -1.33482 -0.21808
O -3.23200 -0.02795 -0.00995
H 1.16045 -2.30913 0.20200
H 2.40441 0.17182 0.18312
H 0.91393 -0.78250 1.37117
```

The calculation puts the HOMO-LUMO gap at 9.5541 eV. Its relative energy (zero: lowest compared OMol25 entry of this formula, charge and spin) is 4.048 eV.


# 3
Density functional theory data (ωB97M-V with the def2-TZVPD basis set) for a structure of composition C3H5MnO3.

```
12
C3H5MnO3 ωB97M-V with the def2-TZVPD basis set
O 1.30419 1.08757 0.11996
H 0.06264 2.51342 0.76460
H -1.42788 0.00601 -0.28155
H -1.95913 1.23680 0.89933
Mn -0.07162 -1.46029 -0.09079
O -1.66576 -2.33891 -0.15990
H -2.49106 -2.07772 0.24732
O 2.72744 -0.13464 -0.99664
C 1.43846 -0.11623 -0.55424
C 0.05482 1.48431 0.39543
C -1.09792 0.77644 0.41683
H 3.12582 -0.97675 -0.76035
```

The calculation puts the HOMO-LUMO gap (spin up / spin down) at 6.8916 / 8.9994 eV. The expectation value of S² is 12.011. The spin multiplicity is 7. Its relative energy (zero: lowest compared OMol25 entry of this formula, charge and spin) is 1.978 eV.


# 4
Density functional theory data (ωB97M-V with the def2-TZVPD basis set) for a cluster of 3 separate species, C26H56BrNO10S3 in total.

```
97
C26H56BrNO10S3 ωB97M-V with the def2-TZVPD basis set
H 2.62006 -3.24262 -2.41426
H -0.25952 -0.10550 4.00738
C -0.87443 0.64475 3.50600
H -1.44457 6.08053 -0.05097
C 2.29531 1.23566 1.50832
H -3.39952 8.86278 2.00862
H -4.62574 0.09043 -1.55212
H 3.45640 -6.01120 -0.62128
S 2.37198 -3.91118 1.80244
H 1.37710 -0.60404 -0.25548
H -2.29817 7.15718 3.42231
H -1.24035 1.33078 4.26869
H 4.31298 -1.60160 -1.92929
S 0.07877 -4.78417 0.25216
H -1.75123 0.13134 3.11042
H -0.57102 2.35518 2.29191
H -1.99981 -2.62941 -2.66897
C -1.70370 5.08976 0.33022
H 0.54536 -4.43002 3.28727
C 2.98626 -0.11786 1.69317
H -4.27459 1.56574 0.39926
H 4.23941 -3.46879 0.07785
H 4.15449 -1.52176 0.59701
H -0.20303 -4.27947 -2.52510
C -5.86173 0.97369 -3.43833
C 4.87060 -2.51252 -1.75814
H -1.59129 -3.45689 -4.17407
H -2.60824 4.74376 -0.16630
H 2.44837 -0.93126 -1.54719
H -0.76794 5.21726 3.36986
H -6.59272 1.43400 -4.10094
O -1.16480 -4.35662 -0.30332
H -1.53083 -1.31346 -4.94386
H 0.81979 -3.20615 -3.52914
C 0.01894 -3.25095 -2.78572
H 6.60906 -1.26569 -1.33425
O -0.03945 -5.58264 1.43324
H -5.88564 3.55882 -2.11507
O 0.96439 -5.58208 -0.74128
O -4.17482 2.71575 -1.27494
H -0.59428 7.63903 3.46708
O 3.36645 -2.90667 2.07466
H 3.05800 2.00527 1.40324
H 6.10023 -2.30134 -0.00925
H 1.65611 0.93833 3.54940
O -1.52656 8.02785 1.70456
C -4.93730 1.88601 -0.41112
C 6.21841 -2.24956 -1.09252
H -5.68586 -0.05622 -3.76744
H 3.92849 0.07405 2.21197
C 4.07326 -3.56685 -0.98830
H -0.52109 -2.27799 -0.98358
H -5.01497 4.57694 -0.93592
H 1.66540 1.23580 0.61935
C -1.37247 7.19253 2.83989
C 2.58987 -3.65129 -1.40291
S -0.04169 -2.16505 1.54172
H 1.56702 2.62744 2.96930
O 2.90979 -5.12854 1.24805
C -5.45753 0.65953 -1.12558
H 2.11779 -5.17329 3.74072
H -0.06349 -1.17826 -4.19155
H 0.48825 -1.35605 -2.00787
H 1.80703 -3.44861 4.03420
H -4.92582 1.53469 -3.49702
H 3.90949 0.00720 -0.16906
C 1.61471 -4.28774 3.37007
C -0.10499 1.37449 2.39974
H 2.42577 -0.78631 2.34177
C -1.24717 -2.70991 -3.45749
H 6.92482 -3.02808 -1.36426
Br 5.22908 -3.21660 -3.56573
C 1.38629 1.58533 2.71575
H -0.26364 0.83772 1.46508
H -5.76452 2.44854 0.03193
C -4.89935 3.84055 -1.73993
O 3.02678 -6.08912 -1.48404
H -0.01108 5.82245 1.88679
O -6.40188 0.99368 -2.12984
H -2.87124 8.66567 0.32539
H -4.33010 4.29358 -2.55052
C -0.94567 5.79383 2.45548
C 1.06415 -3.28186 0.65342
H 0.69470 -1.95651 2.63841
N -1.03980 -1.39843 -4.06945
C 0.37770 -2.35397 -1.59322
C 2.07315 -5.10655 -1.58367
C 2.22699 -1.23242 -0.52250
H -3.40395 7.24748 1.25051
C -2.87495 8.20163 1.31024
H 1.71671 -5.20098 -2.60482
C 1.63099 -2.66737 -0.68330
H 4.57530 -4.49232 -1.25976
C 3.38784 -0.78993 0.37326
H -0.89231 4.38861 0.10557
H -5.96761 0.01978 -0.39864
O -1.95735 5.11829 1.72564
```

The calculation puts the HOMO-LUMO gap at 9.6194 eV.


# 5
Density functional theory data (ωB97M-V with the def2-TZVPD basis set) for a structure of composition C27H32F5N2O7P2PtS2.

```
78
C27H32F5N2O7P2PtS2 ωB97M-V with the def2-TZVPD basis set
C -2.71188 2.23284 -5.41079
C 3.39480 2.88774 -0.40836
H -2.76883 0.62065 0.72601
H 4.83581 2.67523 -1.98187
Pt -0.74831 -0.69549 -1.28985
F 1.29768 -4.79928 -1.45353
H -3.32881 0.17639 2.33573
P -0.16297 0.66590 2.26791
C 0.90373 1.59697 1.13976
C -0.74352 -3.79369 -0.78470
O 1.38358 -0.39579 -0.73686
N -5.08400 0.84837 -7.60994
C -1.81749 -6.42900 -0.63190
O -1.16543 1.76579 2.81547
H 0.64419 -2.19241 3.57311
O 0.83149 0.47387 3.48774
C 2.82334 -2.19776 1.42154
C 0.05104 -1.71859 4.35214
H 4.62112 -1.04499 1.63299
H -3.18374 3.75925 1.01705
O 3.15781 0.18814 1.03377
H 5.29347 1.87234 -0.47100
C 4.82282 2.75930 -0.89447
H -1.83218 2.89457 0.29837
C -3.56673 1.12988 -5.53448
H -4.25649 -0.68913 -4.63374
C 4.32113 -1.39863 -0.45939
C 3.78724 -1.13557 0.93524
C -1.89606 2.34693 -4.28847
O -0.19075 -2.62783 -0.82608
H -0.98164 -1.70164 4.00793
H 1.47587 2.29099 1.75841
C -2.65959 3.25176 -6.42060
H -0.00195 1.43683 5.79505
H 3.38938 2.88276 0.68609
C 0.55657 -0.32340 4.67231
H 2.71369 4.13852 -2.01414
C 2.69512 4.12800 -0.92377
H -1.23729 3.20026 -4.19266
H -4.22873 1.37305 1.38324
C -2.22966 3.27970 1.24058
H 2.47208 -1.94666 2.42248
H -1.37215 0.51270 5.16374
C -2.59486 -5.32743 -0.32436
N -2.60074 4.08670 -7.20977
S -2.83161 -0.91317 -2.12190
H 0.11378 -2.32184 5.26032
H -2.98765 2.54165 3.10474
C -2.07411 -4.04987 -0.39870
C -0.50383 -6.22255 -1.00912
H 1.96696 -2.29329 0.75087
H 4.92659 -2.30611 -0.43845
C -3.23209 1.00481 1.63540
H -1.55067 4.03093 1.64669
C 0.01058 -4.94451 -1.08718
H 0.25891 2.16604 0.46376
H 3.50590 -1.54730 -1.16628
H 5.40250 3.63624 -0.60217
H -0.45726 -0.10451 6.54687
C -0.37634 0.43219 5.59992
O -0.77225 -0.54896 1.73020
C -2.45002 2.15609 2.23627
F -2.32279 -7.67506 -0.54779
C -4.40335 0.97418 -6.69137
H 1.54126 -0.39669 5.13753
P 2.00401 0.67067 0.06896
C -1.91360 1.37399 -3.30092
F 0.27482 -7.27874 -1.30227
F -2.86580 -3.02754 -0.04180
C -2.77268 0.26525 -3.42025
F -3.86616 -5.50944 0.06779
C -3.59322 0.16056 -4.53611
O 2.65805 1.74286 -0.89284
H 1.65222 4.14499 -0.60699
H 4.94802 -0.57426 -0.80243
S -0.92843 1.48885 -1.85922
H 3.19184 5.02585 -0.55252
H 3.33824 -3.15945 1.46310
```

The calculation puts the HOMO-LUMO gap at 6.6006 eV. Its total charge is -1. Its relative energy (zero: lowest compared OMol25 entry of this formula, charge and spin) is 0.000 eV.


# 6
Density functional theory data (ωB97M-V with the def2-TZVPD basis set) for a cluster of 4 separate species, C22H56N7 in total.

```
85
C22H56N7 ωB97M-V with the def2-TZVPD basis set
C 2.88050 5.67234 3.09858
C -4.34328 5.18388 5.81121
C -2.00498 -1.09295 -1.02890
H 1.85133 -0.61026 -2.83773
H 0.15968 -5.27815 -3.26342
H 2.36746 -1.24747 -0.61162
C -1.09657 3.36694 5.00995
H 3.39719 4.09835 1.53134
N -2.90568 4.99147 5.60297
H 1.13098 -6.83932 -7.57373
C 1.03200 -0.48164 -2.11811
H 3.44495 3.05843 4.54467
N 3.13590 3.05441 3.53219
N 1.77562 5.88954 3.88086
H 3.53499 -7.66412 -4.31051
C 1.32223 -1.37191 -0.91372
H -2.48667 7.04780 5.74685
C 0.92267 -6.05745 -3.39087
H -0.47660 4.05258 4.42559
H -4.71471 4.33792 6.40459
H 4.72698 4.35374 2.83961
H 1.62367 1.38150 4.95602
C -5.22465 5.30997 4.57240
H -2.88606 3.74246 3.88312
C 3.54775 4.23862 2.68972
H 2.64414 -4.75108 -3.73855
H 0.70935 -1.10041 -0.05309
H 0.60101 -2.21159 -4.01244
H -1.48777 7.29231 3.44321
H -0.94044 2.36104 4.60753
H -0.74234 3.37178 6.04603
C 0.47448 -6.06334 -7.17023
C -1.42948 -0.21777 -2.13542
H 2.16713 -4.91874 -2.05141
N 1.92671 1.90700 1.65098
H 2.98204 0.50148 4.51037
C 0.45367 2.21616 1.48767
H 0.65227 -6.83171 -2.66064
H -1.40605 -3.08022 -4.99906
C -0.32812 -2.01263 -3.46303
H -3.21572 6.98212 3.41407
H -1.41443 -1.32465 -5.21810
H 3.39096 6.64884 2.63876
H -0.16215 1.21102 1.36276
C 2.97334 -7.84713 -5.22802
H -5.03865 4.51313 3.84716
H 1.96589 -5.22861 -5.86947
H -3.00714 -0.73646 -0.76634
N -0.23073 -0.69568 -2.83002
C 0.93510 -5.58741 -5.79536
H -3.12964 2.91711 5.41648
H 2.21154 1.02081 1.17907
H 3.26085 -7.09765 -5.97008
H -1.11664 6.04580 5.41279
C 2.27079 -5.46210 -2.99654
H 0.48497 -5.22658 -7.87581
H 1.10103 0.56854 -1.80478
C -2.25182 6.54198 3.67471
C 2.38505 1.97342 3.09226
H -0.43077 -2.80901 -2.72007
H 3.02314 -6.23560 -2.83629
H -2.10346 -2.13941 -1.32936
C -2.17421 6.17884 5.15242
H -6.27760 5.24136 4.86538
H -2.07013 5.68459 3.02132
H 1.17420 -2.43230 -1.13545
H 0.31637 -4.71839 -5.53710
H -5.09505 6.27493 4.08039
H -0.54718 -6.45527 -7.13077
N 2.06213 0.87861 4.12913
H 3.29858 -8.82121 -5.60978
C -2.57631 3.73201 4.93227
H 0.00547 2.92233 2.31042
H -2.44729 -2.08156 -3.98515
H -2.21566 -0.05886 -2.88417
C 1.47068 -7.87689 -4.97773
H 1.43065 4.94961 4.17154
H 1.26524 -8.55677 -4.14010
H -1.40457 -1.04547 -0.11896
C -1.46850 -2.12341 -4.47110
H 0.32133 2.79138 0.45143
H -1.24156 0.78572 -1.73073
H 0.99427 -8.36407 -5.83775
H -4.50536 6.06234 6.44984
N 0.79170 -6.59891 -4.74614
```

The calculation puts the HOMO-LUMO gap at 4.3147 eV. Its total charge is +1.


Number 1: calculated total energy -114262.7630 eV. Number 2: calculated total energy -10775.6996 eV. Number 3: calculated total energy -40650.7631 eV. Number 4: calculated total energy -152378.9433 eV. Number 5: calculated total energy -102921.5311 eV. Number 6: calculated total energy -34141.9373 eV.